ORCA calculation (wB97M-V/def2-TZVPD) on an isolated molecule of C23H20N2O3.

Maximum force ... 0.772 eV Å⁻¹
Energy above the lowest of the compared OMol25 structures with the same formula, charge and spin ... 0.00 kJ/mol
Total charge ... 0
Multiplicity ... 1
Total energy ... -33299.1742 eV
SMILES string ... Cc1ccccc1CN1C(=O)[C@](O)(CC(=O)c2ccncc2)c2ccccc21
HOMO-LUMO gap ... 8.697 eV

Element x y z (Å)
C (-1.195, 0.251, -4.116)
C (-1.444, 1.383, -3.165)
C (-2.415, 2.331, -3.454)
C (-2.659, 3.392, -2.600)
C (-1.918, 3.521, -1.440)
C (-0.946, 2.584, -1.138)
C (-0.707, 1.510, -1.984)
C (0.354, 0.487, -1.652)
N (0.731, 0.478, -0.261)
C (1.938, 0.903, 0.200)
O (2.842, 1.354, -0.464)
C (1.953, 0.723, 1.733)
O (2.312, 1.913, 2.383)
C (2.966, -0.408, 2.083)
C (2.912, -1.559, 1.104)
O (3.835, -1.827, 0.374)
C (1.631, -2.321, 1.039)
C (0.888, -2.683, 2.159)
C (-0.305, -3.361, 1.963)
N (-0.778, -3.679, 0.772)
C (-0.059, -3.362, -0.290)
C (1.154, -2.698, -0.215)
C (0.531, 0.325, 2.011)
C (-0.130, 0.118, 3.199)
C (-1.460, -0.283, 3.151)
C (-2.099, -0.471, 1.937)
C (-1.446, -0.245, 0.733)
C (-0.128, 0.161, 0.788)
H (-1.453, -0.705, -3.659)
H (-0.146, 0.212, -4.406)
H (-1.797, 0.370, -5.013)
H (-2.988, 2.237, -4.365)
H (-3.421, 4.117, -2.844)
H (-2.091, 4.349, -0.769)
H (-0.367, 2.697, -0.234)
H (1.269, 0.705, -2.216)
H (0.008, -0.516, -1.922)
H (3.043, 2.312, 1.890)
H (2.762, -0.748, 3.099)
H (3.972, 0.019, 2.042)
H (1.231, -2.462, 3.157)
H (-0.916, -3.662, 2.804)
H (-0.476, -3.659, -1.243)
H (1.729, -2.460, -1.097)
H (0.372, 0.274, 4.141)
H (-2.000, -0.449, 4.070)
H (-3.130, -0.793, 1.921)
H (-1.957, -0.373, -0.207)